A 11-piece molecular cluster, C33H87O40P7 overall in a non-equilibrium geometry, computed with ωB97M-V/def2-TZVPD.

```
167
Properties=species:S:1:pos:R:3:lowdin_charge:R:1
C -12.442 -15.926 -10.559 -0.047
O -12.140 -16.326 -11.900 -0.232
P -10.734 -16.944 -12.326 0.394
O -10.686 -17.534 -13.674 -0.228
O -9.692 -15.768 -12.091 -0.214
C -9.898 -14.445 -12.594 -0.066
O -10.347 -17.892 -11.074 -0.245
C -9.103 -18.584 -11.108 -0.102
H -13.305 -15.264 -10.616 0.094
H -11.587 -15.313 -10.276 0.064
H -12.613 -16.756 -9.877 0.083
H -9.063 -14.200 -13.248 0.082
H -9.925 -13.742 -11.765 0.066
H -10.825 -14.351 -13.163 0.080
H -9.283 -19.660 -11.028 0.089
H -8.530 -18.337 -10.214 0.073
H -8.528 -18.425 -12.018 0.090
C -10.614 -6.699 -12.122 -0.081
O -11.026 -5.898 -13.232 -0.250
P -10.845 -4.308 -13.315 0.393
O -10.888 -3.604 -12.039 -0.214
O -11.962 -3.914 -14.374 -0.207
C -12.437 -4.817 -15.372 -0.105
O -9.418 -4.112 -14.066 -0.212
C -9.233 -4.241 -15.472 -0.096
H -11.421 -6.943 -11.433 0.078
H -9.856 -6.136 -11.569 0.082
H -10.130 -7.619 -12.439 0.077
H -13.384 -5.250 -15.043 0.084
H -11.773 -5.668 -15.516 0.078
H -12.607 -4.304 -16.316 0.094
H -10.171 -4.057 -15.997 0.064
H -8.964 -5.276 -15.690 0.092
H -8.499 -3.526 -15.826 0.090
C -14.456 -16.213 -6.693 -0.089
O -13.525 -15.138 -6.664 -0.204
P -13.973 -13.657 -7.022 0.377
O -14.948 -13.596 -8.126 -0.225
O -12.597 -12.946 -7.270 -0.198
C -12.561 -11.511 -7.366 -0.055
O -14.478 -12.956 -5.667 -0.208
C -15.595 -13.420 -4.945 -0.107
H -14.145 -16.990 -7.389 0.078
H -15.409 -15.854 -7.090 0.077
H -14.606 -16.609 -5.692 0.092
H -12.151 -11.128 -6.429 0.097
H -13.554 -11.081 -7.496 0.084
H -11.871 -11.283 -8.174 0.076
H -16.354 -13.834 -5.615 0.078
H -16.102 -12.573 -4.477 0.091
H -15.342 -14.107 -4.138 0.092
C -11.171 -18.512 -7.871 -0.060
O -10.793 -17.495 -6.916 -0.202
P -9.770 -16.344 -7.325 0.407
O -8.587 -16.743 -8.111 -0.233
O -10.577 -15.152 -8.001 -0.220
C -9.851 -14.119 -8.656 -0.093
O -9.413 -15.637 -5.919 -0.208
C -8.304 -16.197 -5.216 -0.111
H -10.744 -19.476 -7.607 0.095
H -10.821 -18.219 -8.860 0.056
H -12.256 -18.557 -7.828 0.079
H -9.505 -13.308 -8.016 0.099
H -10.390 -13.795 -9.541 0.061
H -8.947 -14.580 -9.073 0.071
H -8.412 -17.266 -4.999 0.088
H -8.261 -15.685 -4.257 0.088
H -7.381 -16.116 -5.792 0.082
C -16.490 -12.052 -13.787 -0.116
O -15.350 -12.379 -14.551 -0.198
P -14.405 -13.520 -13.943 0.390
O -13.902 -13.231 -12.591 -0.213
O -15.330 -14.824 -14.037 -0.191
C -14.644 -16.075 -14.056 -0.104
O -13.328 -13.751 -15.086 -0.208
C -12.550 -12.613 -15.519 -0.066
H -17.290 -12.788 -13.933 0.094
H -16.895 -11.074 -14.039 0.077
H -16.419 -12.050 -12.693 0.091
H -13.561 -16.031 -13.968 0.067
H -14.897 -16.777 -14.851 0.092
H -14.963 -16.621 -13.161 0.091
H -12.587 -12.682 -16.599 0.096
H -11.535 -12.573 -15.120 0.086
H -12.969 -11.693 -15.105 0.065
C -5.806 -11.126 -13.106 -0.099
O -5.174 -11.822 -12.040 -0.207
P -5.381 -13.386 -11.818 0.382
O -6.371 -14.060 -12.662 -0.219
O -3.880 -13.941 -11.961 -0.218
C -3.371 -14.120 -13.290 -0.092
O -5.603 -13.463 -10.242 -0.228
C -6.015 -14.677 -9.613 -0.082
H -6.121 -10.139 -12.762 0.078
H -6.681 -11.679 -13.449 0.084
H -5.105 -10.947 -13.923 0.090
H -2.444 -13.550 -13.336 0.090
H -4.053 -13.720 -14.044 0.081
H -3.211 -15.176 -13.489 0.091
H -6.588 -15.353 -10.246 0.089
H -6.523 -14.415 -8.688 0.082
H -5.108 -15.220 -9.322 0.094
C -17.191 -8.209 -12.867 -0.078
O -15.836 -8.464 -13.250 -0.196
P -14.622 -7.706 -12.581 0.375
O -14.057 -8.258 -11.343 -0.222
O -13.576 -7.549 -13.757 -0.220
C -12.832 -8.593 -14.371 -0.072
O -15.076 -6.191 -12.397 -0.209
C -14.288 -5.323 -11.584 -0.077
H -17.652 -9.154 -12.582 0.081
H -17.782 -7.743 -13.653 0.093
H -17.240 -7.573 -11.982 0.090
H -12.856 -9.499 -13.765 0.068
H -11.815 -8.260 -14.555 0.086
H -13.311 -8.849 -15.317 0.093
H -13.290 -5.689 -11.366 0.070
H -14.849 -5.003 -10.707 0.094
H -14.165 -4.388 -12.137 0.091
C -12.643 -10.904 -10.876 -0.059
O -11.383 -11.495 -10.638 -0.007
C -10.291 -10.750 -10.722 -0.608
O -10.265 -9.590 -11.038 0.135
O -9.266 -11.556 -10.487 -0.006
C -8.026 -10.942 -10.158 -0.006
H -12.845 -10.119 -10.146 0.079
H -13.383 -11.680 -10.681 0.083
H -12.848 -10.537 -11.876 0.069
H -7.222 -11.657 -10.004 0.079
H -8.161 -10.462 -9.184 0.090
H -7.737 -10.227 -10.927 0.095
C -5.793 -6.405 -10.306 -0.034
O -7.189 -6.649 -10.266 0.020
C -7.683 -7.143 -9.146 -0.614
O -7.127 -7.275 -8.089 0.127
O -8.958 -7.450 -9.371 -0.017
C -9.819 -7.732 -8.309 -0.059
H -5.258 -6.750 -9.422 0.095
H -5.575 -5.357 -10.489 0.096
H -5.366 -6.975 -11.134 0.091
H -10.724 -8.138 -8.760 0.087
H -10.147 -6.882 -7.702 0.103
H -9.416 -8.445 -7.584 0.091
C -18.354 -12.981 -8.012 -0.048
O -17.575 -11.934 -8.550 -0.019
C -18.134 -11.124 -9.448 -0.621
O -19.236 -11.225 -9.908 0.126
O -17.349 -10.103 -9.764 -0.002
C -16.041 -9.971 -9.196 -0.024
H -19.363 -13.123 -8.401 0.093
H -18.468 -12.763 -6.950 0.093
H -17.875 -13.946 -8.178 0.089
H -16.173 -9.879 -8.116 0.099
H -15.507 -9.128 -9.622 0.071
H -15.480 -10.884 -9.409 0.084
C -1.709 -11.565 -5.992 -0.040
O -3.109 -11.677 -5.748 0.004
C -3.894 -10.991 -6.579 -0.623
O -3.547 -10.206 -7.410 0.138
O -5.144 -11.327 -6.280 0.000
C -6.225 -10.560 -6.775 -0.040
H -1.415 -12.299 -6.741 0.099
H -1.212 -11.686 -5.034 0.093
H -1.431 -10.578 -6.364 0.091
H -7.159 -11.093 -6.601 0.091
H -6.138 -10.418 -7.852 0.082
H -6.283 -9.632 -6.208 0.103
```

Total energy, eV: -182569.446
Multiplicity: 1
SMILES: COP(=O)(OC)OC.COP(=O)(OC)OC.COP(=O)(OC)OC.COP(=O)(OC)OC.COP(=O)(OC)OC.COP(=O)(OC)OC.COP(=O)(OC)OC.COC(=O)OC.COC(=O)OC.COC(=O)OC.COC(=O)OC
Energy above the lowest of the compared OMol25 structures with the same formula, charge and spin, kcal/mol: 7.6



A 11-piece molecular cluster, C33H88O11 overall in a non-equilibrium geometry, computed with ωB97M-V/def2-TZVPD.

```
132
Properties=species:S:1:pos:R:3:lowdin_charge:R:1
C -18.280 16.509 3.266 -0.040
C -17.029 17.103 3.956 -0.447
C -16.840 16.521 5.367 -0.049
O -15.907 16.675 3.211 -0.100
H -19.148 16.584 3.924 0.076
H -18.084 15.515 2.872 0.074
H -18.561 17.131 2.409 0.057
H -16.978 18.194 4.016 0.145
H -16.750 15.437 5.362 0.083
H -17.570 16.953 6.055 0.078
H -15.896 16.924 5.744 0.072
H -15.538 17.395 2.677 0.057
C -18.010 19.541 -1.712 -0.064
C -18.984 20.526 -1.090 -0.486
C -18.487 20.975 0.303 -0.046
O -19.125 21.652 -1.944 -0.041
H -17.010 19.974 -1.801 0.082
H -18.363 19.169 -2.674 0.075
H -17.856 18.688 -1.046 0.060
H -19.923 19.969 -1.000 0.128
H -18.543 20.153 1.022 0.071
H -19.248 21.650 0.710 0.075
H -17.494 21.415 0.294 0.077
H -19.591 22.320 -1.431 0.083
C -12.849 16.903 -7.619 -0.039
C -12.898 16.706 -6.110 -0.492
C -13.160 15.246 -5.723 -0.048
O -11.746 17.187 -5.460 -0.056
H -12.820 17.985 -7.778 0.075
H -13.689 16.484 -8.167 0.084
H -11.905 16.541 -8.033 0.083
H -13.772 17.203 -5.677 0.120
H -12.381 14.590 -6.123 0.083
H -14.175 14.947 -5.989 0.061
H -13.129 15.056 -4.646 0.078
H -10.917 16.750 -5.666 0.112
C -16.963 16.162 -6.155 -0.043
C -17.866 16.253 -4.916 -0.477
C -19.089 17.098 -5.176 -0.048
O -18.211 14.902 -4.579 -0.067
H -16.316 15.285 -6.175 0.061
H -16.250 16.992 -6.135 0.065
H -17.582 16.148 -7.052 0.082
H -17.231 16.569 -4.081 0.107
H -19.761 17.183 -4.320 0.056
H -19.716 16.640 -5.945 0.089
H -18.844 18.100 -5.534 0.081
H -18.741 14.912 -3.765 0.040
C -12.645 16.403 4.892 -0.055
C -11.747 15.930 3.753 -0.455
C -11.357 14.472 4.012 -0.054
O -12.468 16.124 2.540 -0.071
H -12.160 16.264 5.864 0.083
H -13.585 15.854 4.898 0.069
H -12.840 17.474 4.816 0.068
H -10.856 16.558 3.755 0.130
H -10.585 14.387 4.778 0.078
H -10.949 13.930 3.154 0.080
H -12.221 13.883 4.327 0.067
H -13.044 15.365 2.359 0.067
C -14.037 20.796 1.676 -0.049
C -13.243 19.521 1.832 -0.475
C -12.014 19.716 2.725 -0.043
O -14.058 18.458 2.321 -0.087
H -15.003 20.688 1.180 0.062
H -13.450 21.545 1.145 0.082
H -14.290 21.240 2.645 0.082
H -12.861 19.195 0.859 0.118
H -11.377 18.840 2.597 0.072
H -12.263 19.787 3.787 0.079
H -11.501 20.650 2.494 0.078
H -13.509 17.649 2.387 0.053
C -18.954 15.918 -0.788 -0.066
C -20.329 15.328 -1.155 -0.430
C -21.217 16.485 -1.523 -0.060
O -20.078 14.586 -2.371 -0.072
H -19.072 16.727 -0.060 0.065
H -18.299 16.197 -1.610 0.071
H -18.355 15.188 -0.228 0.067
H -20.692 14.696 -0.345 0.141
H -22.226 16.197 -1.839 0.083
H -20.782 17.085 -2.318 0.068
H -21.454 17.071 -0.631 0.084
H -19.894 13.669 -2.137 0.103
C -14.937 17.664 -2.576 -0.044
C -14.603 17.744 -1.087 -0.434
C -15.269 16.620 -0.317 -0.041
O -13.192 17.546 -0.988 -0.047
H -15.944 17.969 -2.864 0.056
H -14.637 16.701 -2.994 0.087
H -14.311 18.368 -3.140 0.058
H -14.853 18.709 -0.637 0.128
H -14.956 16.504 0.724 0.057
H -15.205 15.610 -0.725 0.069
H -16.355 16.724 -0.200 0.062
H -12.785 17.691 -1.846 0.070
C -10.567 20.974 -5.050 -0.043
C -10.926 20.120 -3.804 -0.452
C -11.037 20.983 -2.557 -0.040
O -12.211 19.556 -4.071 -0.108
H -10.316 20.343 -5.903 0.073
H -9.702 21.630 -4.918 0.075
H -11.429 21.619 -5.213 0.077
H -10.215 19.300 -3.693 0.133
H -10.131 21.565 -2.394 0.082
H -11.344 20.407 -1.686 0.076
H -11.793 21.758 -2.716 0.083
H -12.213 18.872 -4.759 0.053
C -15.348 13.250 0.855 -0.057
C -15.267 13.122 2.372 -0.454
C -14.609 11.844 2.876 -0.057
O -14.529 14.257 2.812 -0.083
H -14.525 13.635 0.251 0.080
H -16.133 13.898 0.446 0.052
H -15.622 12.294 0.387 0.080
H -16.277 13.023 2.785 0.135
H -15.236 10.953 2.793 0.077
H -14.256 11.937 3.900 0.077
H -13.772 11.546 2.234 0.081
H -15.169 14.984 2.921 0.058
C -16.672 21.507 -5.049 -0.037
C -15.355 20.746 -4.978 -0.490
C -14.546 20.935 -6.255 -0.065
O -14.545 21.182 -3.872 -0.072
H -16.358 22.538 -4.872 0.089
H -17.363 21.164 -4.277 0.057
H -17.234 21.423 -5.977 0.078
H -15.471 19.659 -4.891 0.113
H -13.709 20.230 -6.249 0.055
H -14.252 21.955 -6.489 0.087
H -15.103 20.482 -7.087 0.080
H -13.671 20.767 -3.981 0.032
```

Total energy, eV: -58170.025
Multiplicity: 1
SMILES: CC(C)O.CC(C)O.CC(C)O.CC(C)O.CC(C)O.CC(C)O.CC(C)O.CC(C)O.CC(C)O.CC(C)O.CC(C)O
Energy above the lowest of the compared OMol25 structures with the same formula, charge and spin, kcal/mol: 43.7



For reference, LUMO level by record: 0.285 0.494 eV.
For reference, frontier orbital gap by record: 10.4 10.0 eV.